# C6H27N2O5

6 unconnected molecules or ions with the total composition C6H27N2O5 at a distorted geometry (the ωB97M-V functional and the def2-TZVPD basis, OMol25).

charge = +1
Kohn-Sham gap = 9.70 eV
strongest force on any atom = 5.42 eV/A
2S+1 = 1
ΔE to the lowest compared entry with this formula, charge and spin = 82.2 kcal/mol

Last column: Mulliken charge in e.
Atoms and positions in Å:
C 0.006 -2.397 0.656  -0.527
N -0.531 -1.208 -0.102  -0.178
C -0.730 0.078 0.686  -0.163
C -1.275 1.171 -0.130  -0.461
C -2.736 0.820 -0.521  -0.384
C -3.640 1.962 -0.689  -1.256
C 1.527 -2.367 0.984  -0.652
N 2.242 -1.550 -0.089  -0.115
H -0.753 -2.645 1.496  0.415
H -0.058 -3.295 -0.061  0.306
H -1.471 -1.398 -0.451  0.109
H -1.166 -0.230 1.667  0.350
H 0.371 0.308 0.905  -0.105
H -0.687 1.436 -1.051  0.170
H -1.103 2.103 0.474  0.385
H -2.604 0.226 -1.395  0.433
H -3.237 0.119 0.327  0.176
H -3.177 2.969 -0.785  0.323
H -4.026 2.149 0.393  0.289
H -4.341 1.859 -1.517  0.320
H 1.785 -1.817 2.049  0.239
H 1.760 -3.388 1.053  0.424
H 2.544 -0.630 0.367  0.192
H 2.983 -2.235 -0.472  0.400
H 1.565 -1.349 -0.891  0.388
H 1.533 2.778 -0.584  0.344
H 1.527 4.393 -1.004  0.310
O 1.283 3.755 -0.323  -0.669
H 2.747 1.445 1.513  0.370
H 4.273 1.086 1.724  0.291
O 3.444 0.771 1.397  -0.695
H 1.839 3.489 2.686  0.317
H 2.151 3.767 1.353  0.343
O 2.437 3.141 2.021  -0.678
H 1.584 -2.553 -3.748  0.334
H 1.806 -1.137 -3.430  0.301
O 1.906 -1.971 -2.963  -0.645
H -3.498 -3.586 0.106  0.332
H -3.402 -2.680 -1.031  0.310
O -2.872 -3.391 -0.623  -0.642

=====

# C6H27NO8

8 unconnected molecules or ions with the total composition C6H27NO8 at a distorted geometry (the ωB97M-V functional and the def2-TZVPD basis, OMol25).

charge = 0
structure (SMILES) = NCCC/C=C/CO.O.O.O.O.O.O.O
Kohn-Sham gap = 9.30 eV
strongest force on any atom = 1.84 eV/A
2S+1 = 1
ΔE to the lowest compared entry with this formula, charge and spin = 58.2 kcal/mol

Last column: Mulliken charge in e.
Atoms and positions in Å:
N 0.191 -4.168 2.335  -0.557
C 0.942 -3.381 1.374  -0.935
C 1.028 -1.864 1.626  0.539
C -0.231 -1.102 1.175  -0.602
C -0.759 -1.353 -0.205  -0.035
C -1.342 -0.470 -0.991  0.267
C -1.654 -0.824 -2.424  -0.548
O -0.830 0.059 -3.206  -0.702
H 0.434 -3.888 3.274  0.249
H -0.802 -4.178 2.163  0.233
H 1.932 -3.790 1.168  0.425
H 0.513 -3.652 0.405  0.300
H 1.942 -1.543 1.123  -0.513
H 1.149 -1.815 2.709  0.418
H -0.059 -0.030 1.302  0.329
H -1.033 -1.368 1.874  0.487
H -0.456 -2.326 -0.580  0.014
H -1.642 0.532 -0.767  -0.239
H -1.370 -1.855 -2.644  0.324
H -2.687 -0.643 -2.717  0.307
H 0.043 0.093 -2.823  0.349
O 1.704 1.949 1.504  -0.602
H 2.512 2.475 1.500  0.303
H 1.274 2.087 0.651  0.353
O 1.860 0.393 -0.634  -0.597
H 1.572 1.188 -1.098  0.288
H 1.492 0.407 0.256  0.291
O -1.791 2.325 -2.330  -0.660
H -2.128 2.942 -2.988  0.224
H -1.454 1.531 -2.850  0.462
O 0.542 2.990 -0.944  -0.858
H -0.257 2.665 -1.420  0.373
H 0.038 3.456 -0.260  0.453
O -3.120 1.662 0.304  -0.638
H -3.559 2.496 0.493  0.323
H -2.917 1.758 -0.639  0.311
O -0.920 3.615 1.100  -0.636
H -1.354 2.982 1.678  0.307
H -0.174 3.957 1.598  0.316
O 4.073 -1.095 0.212  -0.661
H 4.035 -1.648 -0.568  0.303
H 3.265 -0.570 0.261  0.236

=====

# C6H29N2O6

7 unconnected molecules or ions with the total composition C6H29N2O6 at a distorted geometry (the ωB97M-V functional and the def2-TZVPD basis, OMol25).

charge = +1
Kohn-Sham gap = 9.99 eV
strongest force on any atom = 8.22 eV/A
2S+1 = 1
ΔE to the lowest compared entry with this formula, charge and spin = 79.4 kcal/mol

Last column: Mulliken charge in e.
Atoms and positions in Å:
C -1.701 1.555 -1.754  -2.023
C -0.588 0.519 -1.593  1.968
C -1.017 -0.938 -1.769  -1.408
C -1.874 -1.575 -0.666  -0.596
C -1.193 -1.395 0.731  -0.632
N 0.211 -2.088 0.799  0.130
C 0.064 -3.545 0.599  -1.105
N 0.570 0.837 -2.448  -0.602
H -2.378 1.368 -0.982  0.351
H -2.291 1.382 -2.681  0.358
H -1.268 2.456 -1.739  0.654
H -0.148 0.778 -0.473  -0.551
H -1.569 -0.989 -2.749  0.449
H -0.150 -1.565 -1.887  0.317
H -2.133 -2.671 -0.865  0.341
H -2.839 -1.058 -0.612  0.448
H -0.971 -0.326 0.925  0.041
H -1.736 -1.917 1.479  0.606
H 0.613 -1.895 1.830  0.362
H -0.568 -3.970 -0.176  0.349
H -0.167 -4.064 1.417  0.517
H 1.025 -3.992 0.187  0.343
H 0.933 -1.807 0.039  0.296
H 0.828 1.850 -2.389  0.355
H 0.375 0.760 -3.459  0.207
H 3.413 -0.675 -0.046  0.406
H 3.364 -0.969 1.425  0.244
O 3.082 -1.368 0.712  -0.634
H -1.065 2.723 0.614  0.402
H -0.979 4.308 0.614  0.259
O -0.669 3.494 0.292  -0.611
H 0.789 0.213 2.705  0.217
H 1.512 -0.330 3.920  0.309
O 0.985 -0.558 3.064  -0.656
H 3.461 1.350 -0.994  0.308
H 2.630 0.432 -1.941  0.340
O 3.320 0.407 -1.243  -0.716
H 1.073 3.043 1.462  0.298
H 2.297 2.479 0.693  0.229
O 1.562 2.245 1.251  -0.532
H -2.982 1.493 1.695  0.274
H -1.821 2.394 2.280  0.315
O -1.998 1.609 1.734  -0.623

=====

# C6H29NO10

11 unconnected molecules or ions with the total composition C6H29NO10 at a distorted geometry (the ωB97M-V functional and the def2-TZVPD basis, OMol25).

charge = 0
structure (SMILES) = Cc1c[nH]cc1C.O.O.O.O.O.O.O.O.O.O
Kohn-Sham gap = 7.99 eV
strongest force on any atom = 6.41 eV/A
2S+1 = 1
ΔE to the lowest compared entry with this formula, charge and spin = 91.7 kcal/mol

Last column: Mulliken charge in e.
Atoms and positions in Å:
C 1.911 1.284 2.072  -1.539
C 0.954 1.223 0.904  1.730
C 1.144 1.751 -0.401  -1.663
N -0.060 1.527 -1.115  0.046
C -0.974 0.920 -0.247  -0.702
C -0.386 0.811 1.009  0.568
C -0.947 0.119 2.160  -1.873
H 2.936 0.849 1.844  0.269
H 1.619 0.726 2.903  0.458
H 2.156 2.329 2.518  0.218
H 2.138 1.900 -0.732  0.679
H -0.155 1.429 -2.120  0.398
H -2.058 0.969 -0.400  0.368
H -1.589 0.931 2.660  0.408
H -1.702 -0.752 1.999  0.278
H -0.243 -0.271 2.868  0.459
O -0.933 -2.082 0.210  -0.537
H -0.200 -1.491 0.312  0.418
H -1.026 -2.689 0.826  0.201
O -1.338 3.536 1.562  -0.626
H -0.769 3.213 0.974  0.343
H -2.190 3.217 1.431  0.298
O 1.685 -3.086 -1.380  -0.835
H 0.749 -3.246 -1.590  0.346
H 1.680 -2.609 -0.563  0.464
O -1.994 -2.485 -2.152  -0.592
H -1.647 -2.808 -1.265  0.296
H -2.889 -2.410 -1.974  0.279
O 0.585 2.826 4.155  -0.701
H -0.064 2.196 3.737  0.323
H 0.236 3.650 3.722  0.344
O -0.929 -0.392 -3.019  -0.665
H -1.348 -1.285 -2.726  0.383
H -0.589 -0.581 -3.882  0.267
O -4.440 -1.437 -1.004  -0.660
H -5.423 -1.376 -0.743  0.292
H -4.477 -0.963 -1.927  0.352
O 1.521 -1.210 0.252  -0.808
H 2.126 -0.649 -0.262  0.334
H 1.785 -0.961 1.128  0.326
O 3.268 0.263 -1.097  -0.621
H 4.163 -0.140 -0.903  0.261
H 3.155 0.100 -2.112  0.351
O 1.669 -0.814 -2.873  -0.808
H 1.065 -0.288 -2.282  0.363
H 1.826 -1.743 -2.479  0.509

=====

# C6H29NO7

8 unconnected molecules or ions with the total composition C6H29NO7 at a distorted geometry (the ωB97M-V functional and the def2-TZVPD basis, OMol25).

charge = 0
structure (SMILES) = CCC[C@H](C)NC.O.O.O.O.O.O.O
Kohn-Sham gap = 8.43 eV
strongest force on any atom = 2.97 eV/A
2S+1 = 1
ΔE to the lowest compared entry with this formula, charge and spin = 42.9 kcal/mol

Last column: Mulliken charge in e.
Atoms and positions in Å:
C -0.821 -2.520 0.294  -0.727
C 0.487 -2.594 -0.534  -0.626
C 0.794 -1.360 -1.402  -0.092
C -0.211 -0.633 -2.365  0.095
C 0.497 0.634 -2.958  -1.156
N -1.506 -0.355 -1.836  0.026
C -2.512 -0.020 -2.845  -0.980
H -1.702 -2.337 -0.307  0.283
H -0.706 -1.722 1.065  -0.077
H -1.016 -3.458 0.847  0.374
H 0.545 -3.617 -1.018  0.379
H 1.269 -2.660 0.261  0.198
H 1.635 -1.832 -2.008  0.192
H 1.221 -0.612 -0.670  -0.053
H -0.256 -1.463 -3.108  0.210
H 1.035 1.135 -2.177  0.186
H -0.173 1.342 -3.398  0.460
H 1.230 0.317 -3.768  0.242
H -1.504 0.340 -1.084  0.174
H -3.010 0.907 -2.659  0.319
H -3.069 -0.972 -3.024  0.285
H -1.968 0.047 -3.794  0.316
O 1.199 -0.994 3.164  -0.646
H 1.407 -0.155 3.595  0.374
H 1.912 -1.443 2.718  0.263
O 2.773 2.429 1.018  -0.607
H 3.390 2.339 0.285  0.287
H 1.917 2.598 0.618  0.307
O -3.129 3.073 0.539  -0.643
H -3.457 2.198 0.301  0.295
H -2.356 2.904 1.091  0.343
O 3.070 0.491 -1.396  -0.545
H 3.639 0.119 -2.108  0.256
H 3.409 -0.068 -0.684  0.328
O 1.281 1.655 3.540  -0.705
H 0.997 1.470 2.631  0.331
H 0.616 2.367 3.633  0.369
O -0.922 1.896 2.471  -0.794
H -1.295 2.164 3.331  0.327
H -1.111 0.889 2.704  0.481
O -1.358 -0.637 2.698  -0.796
H -1.741 -0.750 3.576  0.354
H -0.497 -1.115 2.764  0.394

=====

# C6H29NO9

9 unconnected molecules or ions with the total composition C6H29NO9 at a distorted geometry (the ωB97M-V functional and the def2-TZVPD basis, OMol25).

charge = 0
structure (SMILES) = CCCCNCC=O.O.O.O.O.O.O.O.O
Kohn-Sham gap = 8.25 eV
strongest force on any atom = 2.61 eV/A
2S+1 = 1
ΔE to the lowest compared entry with this formula, charge and spin = 86.1 kcal/mol

Last column: Mulliken charge in e.
Atoms and positions in Å:
C -2.584 1.928 1.781  -1.355
C -1.575 0.873 2.203  0.572
C -0.116 1.392 2.346  -0.040
C 0.837 0.352 2.993  -1.053
N 1.507 -0.556 2.047  -0.265
C 0.685 -1.433 1.214  0.641
C 0.868 -2.863 1.746  -0.208
O 0.043 -3.675 1.382  -0.526
H -2.090 2.459 0.991  0.170
H -2.862 2.789 2.406  0.385
H -3.484 1.387 1.478  0.303
H -1.440 0.179 1.382  -0.475
H -1.858 0.269 3.065  0.431
H -0.261 2.288 2.959  0.432
H 0.342 1.602 1.382  0.001
H 1.679 0.870 3.466  0.360
H 0.308 -0.287 3.711  0.353
H 2.215 -0.072 1.511  0.321
H 0.904 -1.429 0.144  -0.226
H -0.347 -1.227 1.495  0.020
H 1.591 -3.083 2.551  0.396
O -1.881 1.086 -0.642  -0.477
H -2.821 0.878 -0.693  0.310
H -1.506 0.203 -0.736  0.087
O -0.786 -2.945 -2.065  -0.721
H -0.304 -3.086 -1.232  0.306
H -0.076 -2.454 -2.507  0.348
O 2.440 -1.525 -2.393  -0.654
H 1.997 -1.551 -3.252  0.369
H 2.065 -0.743 -1.978  0.237
O 3.419 -0.176 -0.116  -0.633
H 3.022 0.489 -0.684  0.308
H 3.617 -0.966 -0.622  0.340
O -2.700 -1.721 -0.610  -0.616
H -2.358 -2.190 -1.389  0.381
H -2.799 -2.397 0.068  0.273
O 1.827 2.288 -1.339  -0.554
H 1.180 2.595 -1.993  0.294
H 2.168 3.021 -0.823  0.251
O 0.590 -0.470 -3.894  -0.650
H -0.036 -1.002 -4.394  0.296
H 1.359 -0.215 -4.404  0.321
O -0.548 3.124 -2.252  -0.676
H -1.278 3.183 -2.869  0.270
H -0.954 2.812 -1.431  0.354